{
  "formula": "C6H11N3O2S",
  "method": "ωB97M-V/def2-TZVPD",
  "spin_multiplicity": 3,
  "s2": 2.015,
  "total_charge": 2,
  "lumo_energy_ev": [-8.5, -10.4],
  "elements": ["C", "C", "C", "C", "C", "C", "N", "N", "N", "O", "O", "S", "H", "H", "H", "H", "H", "H", "H", "H", "H", "H", "H"],
  "positions_angstrom": [[0.272, -0.035, -0.279], [0.026, -0.315, 1.024], [-1.099, 0.694, -0.542], [-1.336, 0.070, 1.588], [-3.140, 1.508, 0.555], [2.302, -0.781, -1.814], [-1.913, 0.850, 0.523], [0.834, -0.962, 2.057], [3.127, 0.186, -1.577], [-1.501, 1.250, -1.635], [-1.811, -0.139, 2.664], [2.280, -2.244, -0.951], [-3.804, 0.746, 0.822], [-3.382, 2.242, 1.326], [-3.281, 1.846, -0.475], [1.757, -0.744, -2.787], [1.002, -0.293, 2.877], [1.724, -1.368, 1.713], [0.205, -1.736, 2.383], [3.754, 0.051, -0.888], [-1.007, 1.032, -2.516], [3.305, 0.951, -2.147], [1.685, -2.809, -1.922]],
  "atomic_forces_ev_per_a": [[-5.44, 2.40, 0.51], [-0.15, -0.69, 2.32], [2.68, -0.49, -0.60], [1.25, 1.23, -2.38], [-1.77, 0.76, -0.88], [0.29, 0.20, -2.06], [4.41, -2.15, 0.96], [-0.30, -0.24, 0.87], [-2.35, -1.58, -0.86], [0.72, 0.04, -3.50], [0.19, -0.34, 0.60], [1.18, 0.86, 1.39], [-1.72, -1.16, -0.16], [1.21, 0.44, -0.16], [-0.68, 0.29, 0.53], [0.18, 0.10, 1.00], [-0.13, -1.19, -1.12], [-0.63, 0.34, 0.43], [0.90, 0.49, 0.38], [2.72, -0.20, 3.07], [-1.14, 0.48, 2.60], [-0.12, 1.73, -1.54], [-1.29, -1.35, -1.40]]
}

=====

{
  "formula": "C6H11N3O3",
  "method": "ωB97M-V/def2-TZVPD",
  "spin_multiplicity": 1,
  "smiles": "C[C@@H](O)N1C=CN[C@@]1(C)[N+](=O)[O-]",
  "lumo_energy_ev": 0.8,
  "elements": ["C", "C", "O", "N", "C", "C", "N", "C", "C", "N", "O", "O", "H", "H", "H", "H", "H", "H", "H", "H", "H", "H", "H"],
  "positions_angstrom": [[-0.014, 0.300, -2.625], [0.610, 0.322, -1.187], [1.351, 1.497, -0.934], [-0.365, 0.038, -0.197], [-1.729, 0.506, -0.049], [-2.138, 0.361, 1.165], [-1.071, -0.077, 2.018], [-0.063, -0.489, 1.126], [1.412, -0.341, 1.700], [-0.174, -2.130, 0.995], [0.699, -2.618, 0.287], [-1.066, -2.661, 1.614], [0.453, -0.475, -3.235], [-1.153, 0.143, -2.470], [0.129, 1.318, -3.012], [1.462, -0.388, -1.125], [0.730, 2.181, -1.201], [-2.270, 0.601, -0.932], [-3.009, 0.382, 1.703], [-1.195, -0.445, 2.878], [1.239, -0.630, 2.846], [1.558, 0.713, 1.674], [2.125, -0.968, 1.130]],
  "atomic_forces_ev_per_a": [[-1.59, 0.44, 1.84], [1.42, -1.08, -0.78], [-0.67, 0.87, -0.28], [-1.35, -0.42, 2.96], [1.99, -0.70, -2.19], [1.63, -0.88, 3.08], [0.60, 2.45, -5.49], [2.46, -0.82, 0.44], [-2.65, -1.14, 1.50], [0.57, 1.16, -0.33], [-1.15, -0.64, 0.50], [0.44, -0.81, -0.40], [-0.30, 0.29, -0.03], [2.00, -0.02, -0.88], [-0.02, -0.49, -0.43], [-1.10, -0.37, 0.07], [0.31, 0.76, 0.22], [-1.07, 0.69, -1.01], [-2.48, 0.58, 0.24], [-0.44, -1.52, 2.84], [0.97, 0.30, -2.49], [0.77, 0.75, -0.08], [-0.34, 0.59, 0.69]]
}

=====

{
  "formula": "C6H11N3O4V",
  "method": "ωB97M-V/def2-TZVPD",
  "spin_multiplicity": 4,
  "s2": 3.771,
  "lumo_energy_ev": [0.4, -0.4],
  "elements": ["V", "C", "C", "N", "O", "C", "C", "N", "O", "H", "H", "H", "H", "H", "H", "H", "N", "C", "C", "O", "O", "H", "H", "H", "H"],
  "positions_angstrom": [[-0.039, 0.718, -0.121], [-0.168, -0.969, -2.914], [0.004, -0.935, -1.425], [-0.986, -1.088, -0.567], [-2.230, -1.140, -1.211], [1.358, -0.884, -0.741], [2.153, -2.086, -0.380], [1.779, 0.363, -0.515], [2.945, 0.649, -0.138], [-1.028, -0.382, -3.226], [-0.339, -1.995, -3.255], [0.730, -0.589, -3.392], [-2.853, -1.097, -0.470], [1.511, -2.961, -0.297], [2.663, -1.904, 0.567], [2.927, -2.289, -1.125], [-0.667, 0.934, 2.825], [-1.341, 2.182, 2.430], [-0.887, 2.311, 0.998], [0.347, 2.521, 0.784], [-1.651, 1.899, 0.036], [-1.061, 0.535, 3.666], [0.313, 1.114, 2.994], [-1.067, 3.051, 3.024], [-2.415, 2.042, 2.451]],
  "atomic_forces_ev_per_a": [[-0.46, 0.49, 0.24], [0.11, -0.02, 0.05], [0.13, -0.92, -0.21], [-0.04, -0.31, -0.71], [0.11, -0.02, 0.34], [-0.26, 0.12, 0.02], [0.09, -0.12, -0.03], [1.76, -0.62, -0.69], [-0.55, -0.19, -0.15], [-0.08, 0.06, 0.02], [0.03, 0.02, 0.07], [0.04, 0.02, -0.03], [0.12, -0.01, -0.22], [0.00, -0.01, 0.02], [0.03, 0.00, 0.00], [0.00, 0.00, 0.00], [-0.06, 0.02, -0.03], [-0.05, -0.01, -0.03], [-0.56, 1.18, -0.06], [-0.83, -0.10, 0.26], [0.52, 0.32, 1.03], [-0.08, 0.00, -0.01], [0.09, 0.04, 0.02], [0.06, 0.10, 0.03], [-0.12, -0.03, 0.06]]
}

=====

{
  "formula": "C6H11N4",
  "method": "ωB97M-V/def2-TZVPD",
  "spin_multiplicity": 1,
  "total_charge": 1,
  "lumo_energy_ev": -3.0,
  "elements": ["C", "C", "C", "C", "C", "C", "N", "N", "N", "N", "H", "H", "H", "H", "H", "H", "H", "H", "H", "H", "H"],
  "positions_angstrom": [[-2.049, 0.811, -0.665], [0.454, -0.099, 0.174], [-1.575, -1.342, 0.390], [1.460, 1.955, -0.354], [-0.802, 1.489, -0.196], [0.855, -2.387, 0.832], [-2.284, -0.405, -0.395], [0.152, 2.201, -1.038], [-0.090, -1.204, 0.433], [1.567, 0.527, -0.025], [-2.717, 1.327, -1.346], [-1.931, -1.534, 1.509], [-1.785, -2.310, -0.011], [2.327, 2.210, -1.017], [1.548, 2.520, 0.581], [-0.839, 2.111, 0.762], [0.258, -3.232, 0.435], [1.787, -2.408, 0.258], [0.978, -2.520, 2.033], [0.271, 2.097, -1.977], [2.414, 0.193, -0.383]],
  "atomic_forces_ev_per_a": [[1.28, -0.72, 0.08], [-3.51, 4.98, -0.70], [-0.13, -0.56, 2.33], [-0.47, 1.59, -1.16], [3.12, -0.69, 0.35], [-2.36, -0.75, 1.35], [-1.10, 0.40, 0.39], [0.66, -0.26, 5.17], [2.78, -2.07, 0.98], [-0.22, -0.10, 0.00], [-0.21, 0.11, 0.05], [0.37, 1.28, -2.16], [0.17, -0.69, -0.67], [-0.92, -0.04, 0.56], [-0.21, 0.04, -0.28], [-0.27, -1.40, -0.98], [0.59, 0.01, 0.59], [-0.19, 0.59, 0.39], [-0.25, 0.68, -3.13], [-0.46, -0.95, -3.10], [1.31, -1.45, -0.05]]
}

=====

{
  "formula": "C6H11N4",
  "method": "ωB97M-V/def2-TZVPD",
  "spin_multiplicity": 1,
  "total_charge": 1,
  "lumo_energy_ev": -4.2,
  "elements": ["C", "C", "C", "C", "C", "C", "N", "N", "N", "N", "H", "H", "H", "H", "H", "H", "H", "H", "H", "H", "H"],
  "positions_angstrom": [[2.817, 1.180, 0.117], [2.310, 0.941, -1.170], [2.123, 0.537, 1.179], [-1.825, -0.852, -0.862], [-1.127, -0.358, 0.396], [1.164, -0.820, -0.353], [1.376, -0.466, 0.926], [1.519, -0.067, -1.408], [-1.463, -0.718, 1.589], [-2.682, 0.376, -0.865], [3.706, 1.744, 0.408], [2.684, 1.447, -2.067], [2.346, 0.659, 2.264], [-1.352, -0.916, -1.847], [-2.628, -1.680, -0.766], [-0.807, 0.624, 0.434], [0.957, -1.818, -0.612], [-2.006, -1.561, 1.727], [-1.278, -0.097, 2.371], [-2.227, 1.290, -1.020], [-3.609, 0.555, -0.441]],
  "atomic_forces_ev_per_a": [[-0.51, 0.09, 1.29], [1.95, 1.06, 0.41], [2.81, 1.67, 0.05], [-3.21, 1.06, 0.31], [-2.33, -1.00, -0.08], [2.09, 1.92, -0.33], [-2.07, -3.15, -0.93], [-1.42, -1.68, 0.45], [-0.51, -0.93, 0.23], [-0.07, 1.53, -0.38], [-0.52, 0.33, -0.67], [-0.11, 0.17, 0.49], [-0.07, 0.55, -0.98], [0.59, -0.13, 0.74], [1.98, 0.82, 0.30], [1.49, 1.58, -0.88], [-1.09, -1.18, 0.14], [0.21, -0.01, 0.36], [-0.01, -0.45, -0.08], [-0.24, -1.07, -0.24], [1.04, -1.18, -0.20]]
}

=====

{
  "formula": "C6H11N4O2",
  "method": "ωB97M-V/def2-TZVPD",
  "spin_multiplicity": 1,
  "smiles": "CC(=O)N1C(=[NH2+])N(C)CNC1=O",
  "total_charge": 1,
  "lumo_energy_ev": -3.6,
  "elements": ["C", "C", "O", "N", "C", "N", "N", "C", "C", "N", "C", "O", "H", "H", "H", "H", "H", "H", "H", "H", "H", "H", "H"],
  "positions_angstrom": [[3.347, 0.173, 0.016], [2.077, 0.870, -0.156], [2.026, 2.082, -0.241], [0.906, 0.072, -0.167], [-0.505, 0.825, -0.224], [-0.597, 2.097, -0.424], [-1.530, 0.011, 0.074], [-2.842, 0.509, 0.424], [-1.555, -1.417, -0.293], [-0.169, -1.949, -0.232], [0.968, -1.365, 0.178], [1.956, -1.881, 0.584], [4.233, 0.716, 0.123], [3.650, -0.599, -0.672], [3.113, -0.509, 0.816], [0.435, 2.504, -0.255], [-1.451, 2.578, -0.190], [-3.612, 0.486, -0.423], [-3.250, -0.141, 1.283], [-2.826, 1.585, 0.792], [-2.061, -1.549, -1.282], [-2.207, -2.044, 0.420], [-0.107, -3.052, -0.150]],
  "atomic_forces_ev_per_a": [[-0.17, -1.77, 0.16], [0.42, 0.37, -0.62], [-1.03, 0.38, 0.05], [-2.79, 2.32, 0.12], [2.20, -4.03, 0.82], [3.08, 0.55, 0.92], [0.01, -0.28, -0.43], [-2.21, 0.78, 0.84], [0.42, -0.91, 0.64], [-1.37, -4.31, 0.09], [-1.19, 1.96, -1.35], [-0.41, -1.11, 0.31], [0.72, 1.67, 0.52], [-0.64, -0.14, -1.03], [0.89, 0.35, 0.97], [-1.52, -0.18, -0.68], [-0.07, 0.15, -0.26], [1.24, -0.14, 0.92], [0.63, 1.06, -1.33], [0.15, -1.48, -0.33], [0.86, 0.21, 0.41], [1.01, 1.40, -0.64], [-0.26, 3.17, -0.12]]
}

=====

{
  "formula": "C6H11N4OP3",
  "method": "ωB97M-V/def2-TZVPD",
  "spin_multiplicity": 1,
  "smiles": "[H]/N=P/n1n(PN)p1OC1=CCCC=C1",
  "lumo_energy_ev": 0.2,
  "elements": ["H", "N", "P", "N", "N", "P", "N", "P", "O", "C", "C", "C", "C", "C", "C", "H", "H", "H", "H", "H", "H", "H", "H", "H", "H"],
  "positions_angstrom": [[-5.232, -0.753, -3.949], [-4.300, -0.813, -3.512], [-4.176, -1.808, -2.364], [-2.641, -1.443, -1.850], [-2.026, -0.148, -1.995], [-3.044, 1.247, -2.437], [-2.180, 2.683, -2.194], [-2.197, -0.651, -0.350], [-0.842, -1.440, -0.038], [0.408, -0.953, 0.398], [1.491, -1.280, -0.273], [2.849, -0.593, 0.149], [2.969, -0.218, 1.583], [1.618, 0.320, 2.059], [0.490, -0.058, 1.480], [-2.686, 1.286, -3.812], [-1.144, 2.714, -2.298], [-2.467, 3.159, -1.341], [1.586, -1.843, -1.228], [3.668, -1.253, 0.103], [2.762, 0.401, -0.444], [3.697, 0.509, 1.811], [3.267, -1.128, 2.171], [1.650, 0.923, 2.892], [-0.539, 0.310, 1.783]],
  "atomic_forces_ev_per_a": [[0.69, -0.23, 0.08], [-1.45, 0.97, -1.58], [-0.23, -1.19, 0.79], [0.26, 0.01, 1.63], [1.28, 0.98, -0.08], [-1.02, 0.80, -1.41], [1.57, 0.02, 1.23], [-0.39, -0.42, -0.90], [1.06, -0.16, 0.71], [-0.44, -1.27, -2.12], [2.77, -0.11, -0.65], [-2.45, 1.44, -0.86], [-2.52, -1.02, 1.66], [1.15, -1.46, -1.09], [-2.64, 1.47, 1.60], [-0.27, -0.59, 0.26], [-1.13, 0.04, -0.04], [0.32, -0.10, -0.19], [-0.68, 0.31, 0.98], [1.16, -0.53, -1.91], [1.15, -1.68, 0.39], [1.06, 0.84, -0.17], [-0.44, 0.61, -0.17], [-0.32, 1.46, 1.66], [1.51, -0.18, 0.17]]
}

=====

{
  "formula": "C6H11N4S",
  "method": "ωB97M-V/def2-TZVPD",
  "spin_multiplicity": 1,
  "total_charge": -1,
  "lumo_energy_ev": 3.1,
  "elements": ["C", "C", "C", "C", "C", "C", "N", "N", "N", "N", "S", "H", "H", "H", "H", "H", "H", "H", "H", "H", "H", "H"],
  "positions_angstrom": [[-0.352, 0.728, -0.925], [2.716, 0.788, -0.163], [-2.178, -0.836, -1.381], [-2.365, 0.686, 0.643], [-0.547, -1.111, 0.600], [-1.366, -0.116, -0.270], [0.603, 1.301, -0.494], [1.720, 1.743, -0.247], [2.471, -0.357, -0.563], [3.917, 1.256, 0.446], [3.363, -1.664, -0.049], [-2.608, -0.272, -2.161], [-1.491, -1.601, -1.869], [-3.042, -1.318, -0.915], [-3.379, 0.728, 0.129], [-2.446, 0.083, 1.611], [-1.943, 1.733, 0.977], [0.343, -1.572, 0.113], [-0.172, -0.494, 1.583], [-1.136, -1.921, 1.015], [3.500, 1.893, 1.210], [4.393, 0.324, 0.711]],
  "atomic_forces_ev_per_a": [[0.75, 1.02, -0.09], [1.73, 0.51, -0.07], [1.28, -2.17, 1.00], [0.32, 0.44, 1.02], [1.07, 1.17, 2.11], [-0.74, -0.32, 0.00], [-0.47, -0.54, -0.62], [-0.74, 2.46, 0.43], [-1.15, -1.46, -0.40], [-1.72, -0.20, 1.06], [1.17, -1.15, 0.09], [-0.07, 1.39, -0.78], [-1.00, 0.74, 0.59], [0.21, -0.49, 0.07], [1.27, 0.39, 0.86], [-0.25, 0.83, -1.28], [-0.99, -1.94, -0.92], [-0.55, 0.68, 0.18], [-0.60, -1.43, -2.46], [-0.53, -0.12, -0.08], [1.74, -1.51, -0.98], [-0.72, 1.69, 0.27]]
}

=====

Looking at ΔE to the lowest compared entry with this formula, charge and spin for the records above, in order, we have 11.7; 123.9; 47.3; 83.0; 65.5; 13.7; 42.5; 23.5 kcal per mole.
Looking at E for the records above, in order, we have -25778.4169; -17008.5971; -44744.4902; -12350.8676; -12351.6247; -16448.5831; -42271.4448; -23193.2168 eV.